(1)
{"formula": "C26H72AlF9O12PS12", "method": "the ωB97M-V functional and the def2-TZVPD basis", "species": ["H", "H", "H", "O", "H", "H", "S", "H", "O", "H", "H", "H", "H", "H", "C", "F", "H", "C", "C", "O", "H", "S", "O", "C", "H", "H", "H", "S", "C", "H", "C", "H", "H", "H", "H", "H", "O", "F", "F", "H", "S", "H", "H", "H", "C", "S", "H", "C", "C", "H", "H", "F", "H", "O", "Al", "H", "O", "F", "C", "H", "S", "H", "C", "S", "H", "H", "F", "C", "H", "C", "F", "C", "H", "H", "H", "H", "H", "H", "C", "H", "O", "H", "O", "S", "H", "S", "C", "O", "C", "H", "O", "F", "C", "H", "H", "F", "H", "H", "C", "C", "C", "O", "H", "H", "C", "C", "H", "H", "H", "H", "H", "S", "H", "H", "H", "H", "H", "S", "H", "H", "H", "H", "H", "H", "H", "H", "H", "H", "S", "C", "C", "C", "P"], "xyz": [[6.364, -6.939, 5.165], [-4.138, 8.263, -5.836], [5.686, -3.400, 3.145], [3.404, 4.498, -4.281], [8.151, -1.774, -2.919], [0.527, 0.211, -0.957], [7.090, -0.922, -4.906], [5.326, -2.341, -4.106], [7.501, 0.478, -4.564], [2.340, -3.844, -6.820], [-9.317, 2.359, 4.583], [0.463, -2.898, -3.555], [-1.781, -6.789, 0.487], [7.371, -6.797, 6.638], [0.686, 6.188, -1.842], [-6.181, 0.397, 0.696], [6.639, -0.274, 5.237], [-3.107, -8.034, -1.712], [6.960, -6.262, 5.780], [0.654, 3.527, -2.016], [-9.807, 1.697, 7.749], [5.411, -1.035, 3.315], [-7.339, 0.753, 5.884], [8.160, -2.042, -3.977], [0.775, 0.361, 1.893], [-0.570, -7.314, -0.723], [0.614, 6.199, -0.753], [-3.158, 6.082, -5.542], [-3.727, 0.761, 0.876], [-11.059, 4.691, 9.870], [1.145, 1.113, 1.100], [9.909, -6.960, 3.709], [-2.023, 2.871, 1.373], [5.742, -1.069, -2.918], [7.813, -3.069, -4.107], [-7.358, 1.661, 3.170], [-1.774, -6.144, -3.043], [-4.747, -1.529, 1.155], [-3.796, 0.375, 2.262], [-12.260, 5.426, 8.779], [8.309, -5.565, 4.802], [2.138, 1.098, -0.932], [-3.869, -8.153, -2.483], [0.765, -2.662, 2.454], [5.514, 3.135, -5.190], [4.305, 3.375, -3.869], [6.261, 2.405, -4.871], [1.463, 0.388, -0.308], [5.589, -1.290, -3.976], [1.313, 5.044, -4.333], [4.992, 2.758, -6.071], [-1.509, -0.482, 0.845], [9.397, -7.656, 5.266], [-0.485, -3.041, -0.500], [2.466, -1.387, -0.174], [-12.541, 3.791, 9.427], [0.863, -3.523, 1.981], [-4.319, 2.070, 0.843], [-2.462, 6.435, -7.171], [-1.162, -3.366, 0.150], [1.974, -4.823, -0.458], [-3.546, -8.242, -0.734], [-7.585, 0.595, 3.232], [-0.149, 4.709, -2.456], [4.781, -0.666, -4.362], [-1.562, 5.833, -7.300], [-5.994, -1.327, -0.854], [0.231, 4.992, -4.197], [-10.236, 1.292, 5.672], [5.608, -0.171, 4.891], [-4.991, 0.787, -1.298], [3.069, -3.559, -6.059], [-10.322, 1.038, 3.913], [0.342, -3.149, -5.314], [4.931, 4.294, -1.757], [-0.746, -5.589, -0.324], [3.672, -1.378, 0.865], [-5.183, 6.964, -6.488], [5.785, -2.680, 3.958], [-0.238, 5.917, -4.527], [3.959, -1.009, 2.969], [6.809, -2.700, 4.334], [7.710, -4.990, 3.560], [-8.275, 0.204, 4.854], [5.961, 4.928, -3.066], [-10.925, 3.805, 7.641], [5.477, 4.035, -2.665], [3.368, -3.402, -3.413], [9.055, -7.149, 4.361], [0.197, 7.076, -2.246], [-11.967, 3.394, 6.651], [-1.918, 1.120, -0.879], [-9.675, 1.339, 4.739], [-2.204, 7.494, -7.245], [9.176, -1.953, -4.365], [-3.682, -1.144, -0.903], [-8.300, 0.317, 2.455], [-2.282, -8.722, -1.908], [-1.280, -6.531, -0.449], [-10.346, 2.309, 8.473], [-4.525, 7.256, -5.667], [-2.203, 6.614, -4.523], [-1.422, 1.546, 2.488], [3.037, -1.688, -1.651], [0.033, 2.241, 0.814], [-1.451, 1.876, 1.379], [3.990, -4.122, -6.213], [1.346, -1.817, -4.663], [-5.085, 7.236, -4.731], [8.328, -7.770, 3.835], [1.737, 6.170, -2.136], [2.418, -3.959, -4.420], [4.920, -0.585, 5.631], [5.085, -2.936, 4.757], [6.225, 3.275, -2.431], [2.083, 1.619, 1.521], [-11.197, 1.747, 8.862], [-2.510, -6.328, -1.755], [0.350, 3.172, 1.435], [-3.188, 6.170, -7.942], [-9.672, 2.583, 9.287], [-0.167, 4.158, -4.779], [5.995, 4.085, -5.432], [6.330, -5.444, 6.133], [3.282, -2.490, -6.125], [0.018, 2.600, -0.277], [5.382, 0.885, 4.738], [-6.668, 0.021, 3.099], [-4.880, -0.366, -0.058], [1.003, -2.841, -4.501], [-2.186, 0.736, 0.474], [-11.781, 4.492, 9.076], [1.062, -3.242, 0.297]], "mulliken_charge": [0.32, 0.30, 0.37, -0.81, 0.30, 0.05, 0.45, 0.25, -0.65, 0.38, 0.28, 0.07, 0.38, 0.38, -0.90, -0.31, 0.37, -0.93, -0.92, -0.60, 0.16, 0.55, -0.63, -0.97, 0.09, 0.35, 0.33, 0.52, 0.86, 0.35, -0.39, 0.32, 0.45, 0.28, 0.37, 0.36, -0.60, -0.33, -0.29, 0.32, 0.50, -0.02, 0.31, 0.33, -0.93, 0.77, 0.27, 0.03, -0.67, 0.13, 0.30, -0.19, 0.37, -0.33, -0.86, 0.30, -0.57, -0.27, -0.95, 0.20, -0.51, 0.34, -0.93, 0.53, 0.29, 0.31, -0.31, -0.66, 0.23, -1.04, -0.32, -0.97, 0.41, 0.39, 0.31, -0.45, -0.09, 0.38, -1.02, 0.32, -0.48, 0.33, -0.55, 0.47, 0.35, 0.54, -1.02, -0.42, -0.98, 0.37, -0.61, -0.27, -0.89, 0.30, 0.33, -0.27, 0.40, 0.27, -0.26, -0.77, -0.99, -0.59, 0.28, 0.02, -0.07, -1.20, 0.32, 0.29, 0.32, 0.31, 0.18, 0.49, 0.28, 0.35, 0.37, 0.31, 0.30, 0.50, 0.37, 0.39, 0.38, 0.31, 0.33, 0.28, 0.21, -0.02, 0.33, 0.25, 1.18, -0.70, 0.82, -0.94, 0.70], "homo_energy_ev": -4.0, "charge": -1, "total_energy_ha": -8197.1618, "homo_lumo_gap_ev": 4.82, "max_force_ev_per_a": 4.1}


(2)
{"formula": "C26H72N5O10", "method": "the ωB97M-V functional and the def2-TZVPD basis", "species": ["H", "H", "H", "H", "N", "H", "C", "H", "H", "C", "H", "H", "H", "N", "N", "H", "H", "C", "H", "H", "H", "C", "H", "H", "O", "H", "H", "C", "H", "H", "H", "H", "H", "C", "C", "C", "H", "H", "C", "H", "O", "H", "C", "H", "H", "H", "C", "C", "C", "H", "H", "C", "O", "H", "O", "H", "H", "H", "H", "H", "H", "C", "H", "H", "H", "H", "H", "H", "H", "C", "H", "H", "H", "C", "O", "H", "C", "H", "H", "C", "C", "H", "H", "H", "O", "O", "N", "H", "H", "C", "O", "C", "C", "C", "H", "H", "O", "H", "H", "H", "C", "H", "H", "H", "H", "H", "N", "O", "H", "C", "H", "H", "H"], "xyz": [[0.269, 0.309, -6.705], [-0.926, 0.733, 9.735], [-3.146, -2.893, 0.423], [-0.850, -4.766, 0.446], [1.557, 3.834, -0.347], [-2.413, -0.578, -0.986], [-0.274, 0.856, -6.096], [2.741, 5.502, 0.702], [1.587, -0.428, -4.434], [0.961, 0.525, -4.009], [-4.871, -1.450, 4.550], [1.456, -2.156, -2.585], [0.503, -1.246, -0.600], [0.599, 1.506, -5.093], [-0.647, -2.464, 5.652], [-0.337, -1.737, 3.583], [0.514, 2.254, -7.659], [-0.269, -2.531, 4.149], [1.337, -2.277, 0.630], [0.847, 1.645, -2.456], [1.065, -0.857, 0.992], [0.119, 0.754, 9.115], [3.567, -0.466, -0.393], [-4.600, 0.149, 3.309], [-4.225, -1.570, 2.299], [0.667, 4.239, -0.553], [-0.354, -3.340, 5.916], [-0.690, -0.711, 7.466], [3.789, 4.196, 0.097], [-2.263, -1.639, 1.892], [-0.459, 2.928, -9.727], [0.878, 0.334, 9.579], [4.246, 6.357, -3.181], [-3.400, -2.285, -2.786], [-3.281, -1.819, 0.187], [4.239, 7.096, -2.488], [1.650, -4.746, -1.431], [-4.477, -4.192, -4.226], [1.694, 1.083, -2.892], [2.048, -0.644, 3.640], [-0.038, 1.182, 1.719], [2.504, -3.629, -2.971], [-0.580, 1.836, 2.887], [-1.721, -3.478, -1.462], [1.544, 1.766, -5.470], [-0.937, 2.806, -6.514], [-1.467, 2.524, -9.177], [-4.360, -0.871, 3.609], [2.843, 4.651, -0.130], [-0.584, -1.241, 8.299], [0.410, 1.831, 9.366], [-0.115, -1.209, 6.135], [2.170, 0.057, -1.929], [-1.870, 3.300, -8.736], [1.544, -3.730, -1.248], [-2.175, 2.109, -9.901], [3.210, 1.429, -0.721], [-2.110, -3.520, 3.660], [3.685, 0.207, 3.848], [2.336, 1.759, -3.162], [3.529, 7.792, -2.484], [-1.014, -3.773, 3.496], [3.130, -2.503, -2.118], [3.046, 4.699, -2.001], [-3.005, 0.001, 1.362], [-4.224, -1.355, -0.372], [-0.502, 2.985, 2.773], [-3.427, -0.838, 4.015], [4.325, -1.306, 2.065], [-0.561, 2.013, -7.090], [-0.214, -1.802, 0.851], [-0.831, -5.805, 1.742], [3.544, -1.745, 4.204], [-4.238, -3.229, -4.736], [-1.299, 1.517, -8.256], [-1.655, 1.497, 3.002], [1.329, 3.020, 0.908], [-0.866, 2.607, 0.397], [-4.950, -2.472, -4.916], [2.874, 5.513, -1.464], [-1.236, -4.794, 1.389], [5.133, 7.710, -2.333], [0.876, -1.403, 6.326], [-4.208, -2.907, -2.415], [4.148, 6.295, -1.327], [-3.128, -2.904, -4.069], [-2.129, -1.426, -0.744], [-2.356, -4.648, 1.239], [-0.716, -4.700, 3.816], [-2.141, -2.392, -1.893], [-0.686, -3.641, 2.177], [-3.144, -1.196, 1.576], [2.177, -3.018, -2.194], [3.098, -0.744, 3.513], [0.098, -0.029, -3.584], [-1.759, -0.551, 7.374], [3.342, -1.159, 2.275], [0.747, -2.780, 4.210], [-1.356, -1.856, -2.499], [1.044, 3.606, 1.700], [3.357, 0.351, -1.244], [4.347, 0.425, -1.730], [-1.155, 0.264, -5.953], [-3.721, -1.194, -2.841], [0.386, 1.266, -0.083], [2.295, 2.611, 1.191], [0.657, -1.514, 0.437], [0.005, 0.492, 7.754], [-4.061, -3.558, -5.850], [0.154, 2.061, 0.726], [2.030, 6.128, -1.599], [-0.156, 1.491, 3.930], [-0.072, -0.388, 5.530]], "mulliken_charge": [0.47, 0.27, 0.10, 0.13, -0.05, 0.25, -0.88, 0.28, 0.21, -0.14, 0.25, -0.05, -0.30, -0.24, -0.43, 0.12, 0.23, -0.59, 0.40, 0.18, -0.21, -0.85, 0.03, 0.41, -0.39, 0.26, 0.33, -0.72, 0.36, -0.62, 0.22, 0.43, 0.38, -0.59, -0.93, -0.86, 0.35, 0.36, -0.64, -0.12, 0.05, 0.60, -0.55, 0.07, 0.32, 0.39, -0.75, -0.59, -0.44, 0.56, 0.25, -0.40, -0.03, 0.41, -0.52, 0.26, -0.09, 0.20, 0.30, 0.84, 0.35, -0.94, 0.20, 0.58, 0.07, 0.37, 0.37, 0.06, 0.30, -0.50, -0.57, 0.34, 0.24, -0.76, -0.30, 0.15, -0.97, 0.19, 0.31, -0.96, -0.83, 0.24, 0.44, 0.49, -0.35, -0.33, 0.02, 0.38, 0.85, 0.17, -0.15, 0.93, -0.56, -0.27, -0.43, 0.29, -0.42, 0.65, -0.22, 0.69, -0.40, 0.43, 0.52, 0.23, -0.39, 0.45, 1.59, -0.32, 0.20, -0.25, 0.39, -0.01, 0.15], "homo_energy_ev": -11.0, "charge": 1, "total_energy_ha": -2059.0357, "homo_lumo_gap_ev": 9.08, "max_force_ev_per_a": 8.2}


- charge of number 2 (C26H72N5O10)?
  +1